Record 1
ORCA calculation (wB97M-V/def2-TZVPD) on a molecular structure, C4H6N4 at a distorted geometry.

Values from the calculation:
Spin multiplicity   1
Energy relative to the best compared isomer or geometry (same formula, charge and spin)   594.6 kJ/mol
Orbital gap   8.294 eV

XYZ file:
```
14
Properties=species:S:1:pos:R:3:mulliken_charge:R:1
C -2.4122 0.8350 -0.4295 -0.663
C -0.3511 -0.4482 -0.1296 0.448
C 1.8947 -0.2208 0.2998 0.408
C 0.2947 -1.6516 0.5704 -0.217
H -1.6159 2.0509 -1.0209 0.146
H -3.4678 0.7313 -0.7072 0.299
H -2.5663 1.4671 0.8275 0.207
H 0.9519 1.3544 -0.8388 0.335
H 3.6931 -0.4217 0.3704 0.287
H -0.3020 -2.4794 0.6696 0.475
N -1.4679 -0.4081 -0.5156 -0.356
N 0.7100 0.4254 -0.1780 -0.214
N 3.0716 0.2413 -0.0016 -0.651
N 1.5671 -1.4757 1.0834 -0.503
```



Record 2
ORCA calculation (wB97M-V/def2-TZVPD) on 33 unconnected molecules or ions with the total composition H62N2O37 at a distorted geometry.

Values from the calculation:
Net charge   -2
Spin multiplicity   1
Orbital gap   5.044 eV

XYZ file:
```
101
Properties=species:S:1:pos:R:3:mulliken_charge:R:1
N -2.4958 -1.5444 4.1581 0.777
O -2.3917 -0.9153 3.0696 -0.624
O -3.3553 -1.2043 4.9805 -0.686
O -1.9257 -2.5924 4.3415 -0.692
N -0.1410 0.4108 -0.3444 0.513
O -0.8938 0.4800 -1.3041 -0.527
O 0.4657 1.4109 0.0335 -0.458
O 0.0147 -0.6435 0.2057 -0.659
O -5.9895 0.9959 0.3940 -0.749
H -6.0875 1.9319 0.5686 0.284
H -5.1142 0.7818 0.7168 0.382
O -1.6436 -4.8585 2.3019 -0.692
H -0.9075 -4.4446 1.8513 0.330
H -1.8743 -4.2443 2.9989 0.364
O 0.5100 -3.0547 1.2795 0.433
H 0.0332 -3.4153 0.5320 0.134
H 0.2697 -2.1283 1.2933 0.020
O 1.0927 -2.4607 -3.6526 -0.720
H 1.7594 -2.0479 -3.1037 0.219
H 1.2992 -2.1696 -4.5408 0.295
O -3.3979 0.2352 0.7257 -0.382
H -2.9721 0.0538 1.5636 0.507
H -2.7198 0.0691 0.0709 -0.047
O 5.0747 -2.6891 2.3107 -0.660
H 4.2321 -2.3077 2.0644 0.256
H 5.2116 -2.4054 3.2146 0.310
O -0.4971 6.7438 -1.3940 -0.623
H -0.0052 5.9372 -1.2401 0.455
H 0.0252 7.4272 -0.9741 0.270
O -3.4907 1.3239 -4.6089 -0.592
H -3.5922 1.2062 -5.5534 0.275
H -2.7247 0.7965 -4.3822 0.362
O 3.5357 -3.9612 0.0796 -0.602
H 2.9875 -3.1765 0.0759 0.199
H 4.1169 -3.8444 0.8311 0.373
O 4.0640 4.4749 -0.3801 -0.607
H 4.6111 4.1947 0.3536 0.311
H 4.4551 4.0538 -1.1456 0.286
O 3.0157 -1.2289 -1.1537 -0.354
H 2.2838 -0.6295 -1.2997 0.150
H 3.3718 -0.9702 -0.3037 0.211
O 3.1270 0.6360 3.0100 -0.720
H 3.5654 0.3849 2.1969 0.323
H 2.5213 -0.0835 3.1881 0.467
O -5.6861 -1.6569 -0.7564 -0.650
H -5.9398 -0.7963 -0.4231 0.432
H -4.8802 -1.4962 -1.2473 0.351
O -1.5649 -0.7574 -4.1239 -0.560
H -1.3253 -1.5896 -4.5316 0.179
H -0.7981 -0.5150 -3.6047 0.216
O -3.1120 2.9319 1.6294 -0.609
H -2.7651 3.4629 0.9125 0.355
H -3.2787 2.0758 1.2351 0.372
O -1.4638 3.3481 -0.3684 -0.193
H -0.7022 3.8414 -0.6731 0.134
H -1.2638 2.4381 -0.5878 0.123
O -0.7028 4.4211 2.5360 -0.535
H -0.3213 5.2342 2.2050 0.248
H -0.0152 3.7664 2.4145 0.324
O 4.5956 0.2091 0.7340 -0.432
H 5.0982 0.4244 -0.0517 0.102
H 5.2420 0.2095 1.4400 0.259
O 0.2986 -4.0586 -1.4540 -0.516
H 0.5125 -3.4278 -2.1415 0.320
H 0.7414 -4.8641 -1.7212 0.281
O -4.3457 3.2017 -1.4027 -0.541
H -4.4083 3.6144 -2.2641 0.247
H -3.5133 2.7295 -1.4227 0.243
O 4.0466 3.9305 2.7508 -0.614
H 3.2287 4.3574 2.4960 0.339
H 4.1180 3.1783 2.1632 0.210
O 1.7155 -5.1363 2.8105 -0.683
H 1.5167 -4.4429 2.1812 0.247
H 1.2006 -4.9117 3.5856 0.328
O -1.0572 1.8027 3.7170 -0.415
H -0.6953 1.3256 4.4638 0.217
H -0.2917 2.0645 3.2056 0.354
O 5.4505 -1.3420 -1.9772 -0.638
H 5.8172 -0.4778 -2.1641 0.257
H 4.5416 -1.1690 -1.7316 0.448
O 1.3451 2.6723 2.4884 -0.542
H 1.2338 2.2509 1.6362 0.341
H 1.9007 2.0700 2.9832 0.325
O 1.2465 -1.0569 3.7121 -0.718
H 0.7185 -0.6888 4.4206 0.278
H 0.6386 -1.1383 2.9772 0.194
O -2.4828 -4.6995 -1.4391 -0.611
H -1.5290 -4.6710 -1.5153 0.391
H -2.7018 -3.9495 -0.8861 0.277
O 1.6996 0.9329 -3.5210 -0.481
H 1.1012 1.0453 -4.2596 0.257
H 2.5452 1.2394 -3.8485 0.239
O -3.3234 -4.1167 -3.9367 -0.587
H -2.5857 -4.0916 -4.5461 0.259
H -3.3180 -3.2560 -3.5178 0.405
O 1.1241 4.5398 -1.0310 -0.624
H 1.9821 4.3876 -0.6348 0.167
H 1.2464 4.3287 -1.9566 0.284
O -3.5453 -1.7308 -2.4662 -0.769
H -3.9610 -1.3021 -3.2143 0.306
H -2.7514 -1.2200 -2.3077 0.299
```



| no. | DFT total energy (eV) |
| --- | --- |
| 1 | -10199.777 |
| 2 | -79741.625 |